Entry 1:
{
  "formula": "C22H18BeN5O7S4",
  "method": "ωB97M-V/def2-TZVPD",
  "elements": ["Be", "O", "C", "O", "C", "C", "C", "C", "C", "C", "N", "C", "C", "C", "C", "C", "C", "N", "H", "H", "H", "H", "H", "H", "H", "H", "H", "H", "N", "C", "C", "C", "C", "C", "C", "S", "O", "O", "N", "C", "S", "C", "C", "N", "H", "H", "H", "H", "H", "H", "H", "H", "O", "S", "O", "O", "S"],
  "xyz": [[-0.50091, 0.52007, 0.37759], [3.44841, -5.56966, 1.34978], [4.11217, -4.40137, 1.12612], [5.31556, -4.43467, 1.05100], [3.29460, -3.17884, 1.00403], [3.95621, -1.95992, 0.86218], [3.27094, -0.77036, 0.73805], [1.85966, -0.74382, 0.75421], [1.19537, -1.98098, 0.90956], [1.89231, -3.15667, 1.01791], [1.10428, 0.38099, 0.61558], [1.67108, 1.66200, 0.48462], [0.76938, 2.63893, 0.24754], [1.00403, 4.05389, 0.07504], [-0.03034, 4.89958, -0.10759], [-1.38279, 4.40174, -0.13387], [-1.56471, 3.06151, 0.00424], [-0.56524, 2.17198, 0.18443], [2.50321, -5.39284, 1.40861], [5.03842, -1.96955, 0.84494], [3.83221, 0.14444, 0.61695], [0.11186, -1.99660, 0.94406], [1.29826, -4.06210, 1.09895], [2.73138, 1.83928, 0.57021], [2.02687, 4.41143, 0.09150], [0.15497, 5.95859, -0.24991], [-2.22750, 5.06022, -0.27396], [-2.56711, 2.63982, -0.01735], [-1.46351, 5.72770, 3.68567], [-1.54799, 4.34072, 3.57590], [-0.39437, 3.58948, 3.34196], [-0.47002, 2.22066, 3.20517], [-1.70411, 1.58996, 3.31514], [-2.85336, 2.31504, 3.59698], [-2.77215, 3.68825, 3.73466], [-1.79867, -0.11675, 2.96056], [-0.59053, -0.75790, 3.36054], [-3.08022, -0.60456, 3.40391], [-1.82124, -0.13502, 1.29314], [-2.96324, -0.26598, 0.65268], [-4.57976, -0.43544, 1.22878], [-5.18228, -0.45264, -0.40355], [-4.19752, -0.35524, -1.29790], [-2.95132, -0.23106, -0.70341], [-0.68641, 6.12159, 3.17569], [-2.32263, 6.20936, 3.46934], [0.55822, 4.08858, 3.21643], [0.41890, 1.64562, 2.97560], [-3.80080, 1.80202, 3.69320], [-3.66472, 4.26645, 3.94302], [-6.23285, -0.57162, -0.60146], [-4.24675, -0.39278, -2.37256], [-0.30238, -2.96850, -2.14282], [-1.60604, -2.63433, -1.65195], [-1.90619, -2.95815, -0.27957], [-2.70974, -2.74075, -2.57370], [-1.45739, -0.38539, -1.52494]],
  "mulliken_charge": [-1.90, -0.54, 0.67, -0.62, 0.97, -0.97, -0.82, 1.50, -0.45, -1.19, 0.96, -0.14, -0.02, -1.46, -0.16, -1.19, 0.37, 0.47, 0.29, 0.43, 0.27, 0.35, 0.09, 0.19, 0.43, 0.42, 0.43, 0.34, -0.63, 0.75, -0.40, -0.15, -0.18, -0.63, -0.73, 1.17, -0.63, -0.78, 0.48, 0.53, -0.05, -0.37, -0.67, 0.28, 0.25, 0.23, 0.23, 0.56, 0.51, 0.32, 0.45, 0.41, -0.54, 1.10, -0.52, -0.61, -0.10],
  "fmax_ha_per_bohr": 0.01253,
  "molar_mass_g_mol": 601.694,
  "e_tot_ev": -88637.3337,
  "total_charge": -1
}

=====

Entry 2:
{
  "formula": "C5H5ClNOP",
  "method": "ωB97M-V/def2-TZVPD",
  "elements": ["C", "C", "C", "C", "C", "N", "O", "P", "Cl", "H", "H", "H", "H", "H"],
  "xyz": [[0.63146, 1.44072, -1.53001], [1.73295, 0.66734, -1.71220], [-0.31002, 0.71001, -0.67003], [0.08232, -0.45740, -0.18790], [-1.22289, -1.65439, 1.36069], [-1.49151, -0.57916, 2.07241], [-1.33918, -2.80478, 1.14069], [1.66216, -0.93953, -0.92029], [-1.85473, 1.51482, -0.17844], [0.28295, 2.39780, -1.84608], [2.65679, 0.89278, -2.18970], [-1.26604, 0.28234, 1.50269], [-2.05490, -0.85963, 2.88913], [2.49064, -0.61091, 0.26904]],
  "mulliken_charge": [-0.43, -0.58, 0.36, -0.24, 0.64, -0.28, -0.37, -0.19, -0.29, 0.41, 0.42, 0.22, 0.28, 0.05],
  "fmax_ha_per_bohr": 0.07877,
  "molar_mass_g_mol": 161.528,
  "e_tot_ev": -30610.9048,
  "total_charge": 0
}

=====

Entry 3:
{
  "formula": "CH4N3P",
  "method": "ωB97M-V/def2-TZVPD",
  "elements": ["N", "C", "P", "N", "N", "H", "H", "H", "H"],
  "xyz": [[3.51033, 0.04068, 0.38076], [2.48173, -0.08028, -0.12115], [0.57026, -0.22474, -1.14142], [-0.17367, -1.30166, -0.09155], [-0.21708, 1.15963, -0.53290], [0.33856, -1.95506, 0.36449], [-0.73449, -0.69651, 0.48165], [-0.21800, 1.44817, 0.44954], [0.00219, 1.85402, -1.16316]],
  "mulliken_charge": [-0.38, 0.05, 0.31, -0.51, -0.54, 0.28, 0.28, 0.27, 0.24],
  "fmax_ha_per_bohr": 0.07091,
  "molar_mass_g_mol": 89.038,
  "e_tot_ev": -14860.2639,
  "total_charge": 0
}

=====

Entry 4:
{
  "formula": "C46H44F3GaNO11",
  "method": "ωB97M-V/def2-TZVPD",
  "elements": ["N", "C", "C", "C", "C", "C", "Ga", "C", "C", "C", "F", "F", "F", "C", "C", "O", "C", "C", "C", "C", "C", "C", "H", "H", "H", "H", "H", "H", "H", "H", "H", "H", "H", "H", "H", "H", "H", "H", "H", "H", "H", "H", "H", "H", "H", "H", "C", "C", "C", "O", "C", "C", "C", "O", "H", "H", "H", "H", "C", "C", "C", "O", "C", "C", "C", "O", "H", "H", "H", "H", "C", "C", "C", "O", "C", "C", "C", "O", "H", "H", "H", "H", "C", "C", "C", "O", "C", "C", "C", "O", "H", "H", "H", "H", "C", "C", "C", "O", "C", "C", "C", "O", "H", "H", "H", "H"],
  "xyz": [[0.42696, 3.52448, 0.89003], [-0.32389, 4.36611, -0.03728], [0.20062, 4.16804, -1.47248], [-0.87888, 4.42414, -2.55175], [-1.61406, 3.21143, -3.14643], [-2.72118, 2.58643, -2.28212], [-2.07233, 1.15733, -0.95377], [-2.26592, -0.75845, -1.72584], [-0.92298, -1.48608, -1.90422], [-0.02606, -1.44694, -0.68738], [0.98014, -0.57038, -0.77328], [-0.67705, -1.27058, 0.45592], [0.62770, -2.66195, -0.57294], [-3.13344, 1.35463, 0.82601], [-4.40969, 0.66926, 0.71976], [-4.60573, -0.50153, 1.05665], [-5.51765, 1.49779, 0.09772], [-5.97991, 1.25943, -1.15982], [-6.95697, 2.06121, -1.68271], [-7.47155, 3.07728, -0.94073], [-7.01640, 3.29942, 0.32949], [-6.03478, 2.51002, 0.85364], [0.13696, 3.61880, 1.85186], [1.42472, 3.62688, 0.78443], [-1.38103, 4.09974, -0.02366], [-0.22387, 5.42511, 0.23691], [0.97768, 4.92746, -1.61551], [0.68779, 3.20339, -1.58904], [-0.32501, 4.87762, -3.38116], [-1.56630, 5.19166, -2.18856], [-2.07787, 3.56954, -4.07529], [-0.87486, 2.46234, -3.44489], [-3.33938, 3.34004, -1.78398], [-3.39358, 2.04736, -2.96173], [-0.52117, 1.38917, -0.75087], [-2.67448, -0.61396, -2.72963], [-2.98759, -1.34274, -1.15313], [-1.07271, -2.53153, -2.18073], [-0.40157, -1.02282, -2.74099], [-2.57679, 1.01380, 1.69963], [-3.32696, 2.42710, 0.91153], [-5.57776, 0.44278, -1.74421], [-7.31790, 1.90550, -2.69007], [-8.24541, 3.71982, -1.33749], [-7.42758, 4.10571, 0.92251], [-5.66790, 2.67194, 1.85650], [3.59260, 0.60827, -2.04026], [3.32055, -0.30751, -2.96754], [4.29249, -0.63116, -4.03978], [4.04701, -1.46467, -4.88628], [5.58271, 0.10408, -4.03982], [5.85534, 1.01981, -3.11476], [4.88143, 1.34432, -2.04069], [5.13578, 2.17731, -1.19728], [2.89380, 0.85661, -1.25086], [2.38553, -0.85384, -2.98172], [6.27873, -0.14829, -4.82986], [6.78966, 1.56706, -3.09782], [5.25124, -6.04121, -0.49726], [6.06127, -5.40636, -1.33966], [5.70740, -4.07559, -1.88656], [6.44976, -3.49441, -2.65989], [4.42612, -3.47870, -1.46031], [3.61205, -4.10857, -0.61789], [3.95946, -5.44159, -0.06801], [3.22680, -6.02349, 0.70115], [5.48915, -7.01422, -0.08631], [7.00596, -5.82512, -1.66388], [4.19004, -2.50488, -1.87002], [2.67188, -3.67682, -0.29937], [9.57149, -1.45280, -1.48922], [8.40553, -1.92778, -1.05615], [7.97889, -1.74123, 0.35082], [6.91798, -2.17893, 0.74624], [8.89418, -1.00464, 1.25823], [10.05822, -0.53036, 0.82336], [10.48877, -0.71696, -0.58608], [11.55114, -0.28176, -0.97960], [9.90325, -1.57831, -2.51233], [7.71124, -2.47014, -1.69742], [8.56118, -0.87944, 2.28095], [10.74160, 0.00900, 1.46694], [-9.34414, -1.51848, 3.69478], [-9.62226, -2.39527, 2.73528], [-8.65007, -2.68083, 1.64765], [-8.91295, -3.48184, 0.77374], [-7.35985, -1.95320, 1.67452], [-7.08072, -1.07586, 2.63458], [-8.04903, -0.78952, 3.71953], [-7.80190, 0.00888, 4.60008], [-10.03806, -1.29465, 4.49573], [-10.55897, -2.93766, 2.69818], [-6.66053, -2.16947, 0.87722], [-6.14410, -0.53904, 2.66287], [-0.79824, -1.09062, 4.06965], [-0.24505, 0.02587, 3.60143], [0.15839, 1.12511, 4.51216], [0.66020, 2.14703, 4.09368], [-0.07641, 0.93064, 5.96606], [-0.62832, -0.18504, 6.43292], [-1.03252, -1.28525, 5.52043], [-1.53314, -2.30223, 5.95279], [-1.10046, -1.90179, 3.41941], [-0.06692, 0.18410, 2.54353], [0.22525, 1.74405, 6.61414], [-0.80852, -0.34570, 7.48849]],
  "mulliken_charge": [-0.30, -0.53, -0.17, -0.97, -0.69, -0.60, -1.21, -1.07, -0.83, 0.86, -0.11, -0.19, -0.34, 0.28, -0.78, -0.67, 0.21, 0.09, -0.76, -0.39, -0.78, 0.03, 0.13, 0.16, 0.05, 0.42, 0.46, -0.03, 0.40, 0.35, 0.39, 0.18, 0.46, 0.47, 0.01, 0.62, 0.50, 0.45, 0.22, 0.12, 0.50, 0.48, 0.41, 0.38, 0.39, 0.50, -0.07, -0.66, 0.47, -0.59, -0.38, -0.42, 0.11, -0.58, 0.63, 0.53, 0.43, 0.47, -0.49, -0.38, 0.39, -0.70, 0.09, -0.50, 0.25, -0.56, 0.42, 0.43, 0.33, 0.68, -0.52, -0.08, 0.46, -0.53, -0.46, -0.37, 0.31, -0.57, 0.47, 0.50, 0.42, 0.41, -0.40, -0.40, 0.30, -0.56, -0.12, -0.37, 0.28, -0.57, 0.40, 0.40, 0.48, 0.53, -0.09, -0.17, 0.14, -0.54, -0.38, -0.47, 0.17, -0.56, 0.51, 0.52, 0.42, 0.40],
  "fmax_ha_per_bohr": 0.03641,
  "molar_mass_g_mol": 913.571,
  "e_tot_ev": -132952.8023,
  "total_charge": -1
}

=====

| no. | frontier orbital gap (Eh) | HOMO (eV) | LUMO energy (eV) |
| --- | --- | --- | --- |
| 1 | 0.1928 | -3.2 | 2.037 |
| 2 | 0.3318 | -8.6 | 0.415 |
| 3 | 0.3862 | -10.0 | 0.468 |
| 4 | 0.1852 | -5.2 | -0.159 |